Molecular formula: C40H50FSi4
Method: DFT, wB97M-V/def2-TZVPD

Geometry as XYZ:
```
95
Properties=species:S:1:pos:R:3:forces:R:3:lowdin_charge:R:1
Si 1.790 3.142 2.519 0.32 0.43 1.28 0.5140
Si 0.339 -2.072 2.281 -0.59 0.15 0.17 0.4687
Si -1.929 1.504 -1.042 -0.85 -0.23 0.16 0.4869
Si 0.593 0.686 0.751 0.24 0.34 0.89 0.5836
F 6.055 -1.458 -4.933 -1.57 -0.12 0.69 0.0712
C -5.802 0.034 -1.526 0.11 0.09 -0.01 -0.0897
C 1.976 1.957 1.069 0.18 -0.44 -1.02 -0.3438
C -2.197 -3.827 -0.523 0.02 0.14 -0.07 -0.1136
C 3.863 2.920 6.184 0.01 0.03 -0.28 -0.0819
C 3.109 2.855 3.866 -0.09 -0.14 -0.50 -0.2556
C -1.080 -3.505 0.256 -0.62 0.03 -0.24 -0.1159
C -2.461 -2.648 -4.130 0.18 -0.14 -0.23 -0.0366
C -1.289 0.005 -1.918 0.07 -0.25 -0.68 -0.2012
C 1.903 -2.713 1.498 0.24 -0.22 0.05 -0.1786
C 0.952 -1.996 -2.746 -0.37 -1.85 -1.64 0.1229
C 2.709 -0.569 -3.817 -0.33 -0.54 -0.51 -0.0159
C -4.464 0.376 -1.746 -0.49 0.07 0.50 -0.1039
C 4.822 -1.552 -4.336 0.95 0.08 -0.43 -0.2093
C 4.526 -2.708 -3.613 -0.15 0.47 0.01 0.0255
C 3.944 -0.471 -4.447 0.04 -0.21 0.39 0.0293
C -3.383 -3.099 -0.393 0.19 -0.27 0.08 -0.0795
C -1.251 -2.892 -3.496 -0.23 0.27 0.55 0.0053
C -2.559 -1.617 -5.079 0.29 -0.11 0.31 -0.0189
C -1.403 -0.918 -5.464 0.21 -0.08 0.09 -0.0389
C -0.189 -1.172 -4.837 -0.02 -0.04 0.05 0.0152
C -0.123 -2.042 -3.696 -0.11 0.30 -0.13 -0.1974
C -6.457 0.463 -0.365 0.35 0.03 0.00 -0.0855
C 5.405 2.280 4.432 -0.11 0.11 -0.01 -0.0880
C 4.397 2.465 3.474 0.18 -0.08 0.74 -0.1099
C -1.164 -2.486 1.206 0.36 0.22 0.32 -0.2573
C -2.389 -1.826 1.410 -0.05 -0.40 -0.43 -0.0790
C 5.145 2.513 5.790 -0.35 0.01 -0.34 -0.0869
C 3.292 -2.786 -2.986 -0.82 0.10 0.19 0.0131
C -1.038 1.675 0.582 -0.06 0.10 -0.24 -0.3206
C 0.182 3.105 3.474 -0.46 -0.04 -0.08 -0.1833
C 0.442 -0.215 2.427 0.10 -0.24 -0.12 -0.3419
C -1.766 3.024 -2.100 0.19 0.09 -0.18 -0.1650
C -3.761 1.122 -0.788 0.33 0.20 -0.05 -0.2539
C -5.763 1.232 0.578 0.04 -0.01 -0.12 -0.0796
C -3.492 -2.141 0.613 -0.02 0.30 0.11 -0.0708
C 2.309 -1.772 -3.168 1.27 1.56 0.09 -0.1994
C 2.039 4.915 1.977 -0.02 0.10 -0.35 -0.1763
C 0.051 -2.850 3.952 0.15 -0.16 0.10 -0.1680
C -4.419 1.565 0.365 -0.53 -0.36 -0.22 -0.0980
C 2.852 3.097 5.226 0.51 -0.22 0.11 -0.0926
H 3.650 3.104 7.239 0.07 -0.04 -0.33 0.1040
H 3.013 -3.669 -2.410 0.21 0.15 -0.16 0.1305
H -3.886 2.170 1.100 -0.17 -0.18 -0.13 0.1001
H 2.123 -2.237 0.536 -0.01 -0.02 0.11 0.0042
H -4.224 -3.300 -1.061 0.19 -0.01 0.35 0.1077
H 4.235 0.422 -4.995 0.01 -0.20 0.21 0.1348
H 2.004 0.269 -3.844 0.40 -0.27 0.00 0.1245
H -2.196 2.837 -3.095 0.09 0.13 0.20 0.0373
H -6.330 -0.572 -2.266 0.06 0.22 0.23 0.1028
H -0.443 0.163 2.972 0.28 -0.11 -0.33 0.0382
H 0.035 2.161 4.013 -0.01 0.19 -0.11 0.0328
H -2.138 -4.648 -1.239 -0.08 0.17 0.17 0.0993
H -3.527 -1.389 -5.539 0.41 -0.08 0.14 0.1288
H 6.398 1.959 4.115 -0.23 0.12 0.11 0.1009
H 0.716 -0.688 -5.197 -0.33 0.08 0.18 0.1119
H 4.618 2.305 2.415 0.02 -0.01 0.32 0.0912
H -7.502 0.201 -0.200 0.29 0.07 -0.02 0.1063
H -0.877 2.760 0.731 0.24 -0.51 0.01 0.0405
H 0.779 -2.416 -1.748 -0.07 -0.19 -0.34 0.1212
H 3.031 5.065 1.531 -0.22 -0.01 0.03 0.0377
H -1.736 1.365 1.380 0.39 -0.04 -0.23 0.0342
H -1.466 -0.160 -6.246 0.10 -0.32 0.16 0.1232
H -3.341 -3.249 -3.885 0.40 0.12 -0.14 0.1240
H -0.687 3.282 2.828 0.12 -0.04 0.26 0.0203
H -1.867 -0.195 -2.829 0.07 0.12 0.19 0.0219
H 5.260 -3.501 -3.522 -0.10 0.13 -0.04 0.1344
H -2.299 3.870 -1.646 0.16 -0.17 -0.13 0.0441
H -0.256 0.163 -2.239 -0.05 0.07 0.09 0.0106
H 2.735 -2.497 2.186 -0.13 -0.11 -0.25 0.0478
H 2.114 2.600 0.178 -0.02 -0.22 0.20 0.0368
H -3.976 0.055 -2.668 -0.11 0.02 0.25 0.0834
H 1.956 5.597 2.835 0.00 -0.24 -0.16 0.0429
H -1.137 -3.753 -2.839 -0.19 0.53 0.07 0.1048
H 1.275 5.199 1.242 0.16 0.09 0.04 0.0301
H -2.493 -1.070 2.194 0.06 -0.20 -0.25 0.1101
H 1.860 -3.800 1.349 0.10 0.17 0.05 0.0342
H 0.937 -0.361 -0.475 -0.34 1.33 1.50 0.0307
H 5.935 2.382 6.534 -0.28 0.02 -0.27 0.1044
H -0.707 3.292 -2.219 -0.21 0.09 -0.05 0.0338
H -0.891 -2.500 4.394 0.20 -0.05 -0.09 0.0394
H 1.863 3.426 5.553 0.33 -0.16 -0.08 0.0905
H -1.325 -0.907 -1.309 -0.03 0.23 0.08 0.0413
H 2.924 1.398 1.179 -0.28 0.20 0.03 0.0288
H -6.268 1.573 1.481 0.08 -0.08 -0.24 0.1062
H 0.205 3.914 4.219 0.00 -0.18 -0.23 0.0386
H 1.310 0.010 3.074 -0.18 0.02 -0.33 0.0529
H -0.152 -4.066 0.130 -0.20 0.08 0.04 0.0936
H -4.443 -1.630 0.782 0.27 -0.07 -0.16 0.1058
H 0.873 -2.589 4.631 -0.19 -0.09 -0.03 0.0385
H 0.001 -3.945 3.871 0.01 0.22 0.07 0.0394
```
Forces are in eV/Å.

Properties
HOMO-LUMO gap: 4.8 eV
ΔE to the lowest compared entry with this formula, charge and spin: 101.18 kJ/mol
multiplicity: 1
HOMO energy: -10.70 eV
charge: +1


Molecular formula: C2H6I2Si2
Method: DFT, wB97M-V/def2-TZVPD

Geometry as XYZ:
```
12
Properties=species:S:1:pos:R:3:forces:R:3:lowdin_charge:R:1
I -1.934 2.323 0.195 0.28 -1.26 -0.03 0.3558
I 4.354 0.837 0.279 -1.43 -0.21 -0.05 0.2203
Si 1.817 1.002 -0.264 0.27 0.11 -0.90 0.1793
Si -1.339 -0.136 0.057 0.20 -0.62 0.33 0.2752
C 0.577 -0.463 -0.050 -0.28 2.10 2.17 -0.5343
C -2.526 -1.361 0.489 1.71 -0.45 -1.80 -0.2819
H 1.396 2.261 0.475 0.25 -0.70 -0.57 -0.0894
H -3.508 -0.964 0.421 -1.02 0.25 0.32 -0.0729
H -2.473 -2.454 0.131 0.27 1.79 0.90 0.0092
H 1.937 1.013 -1.810 -0.18 0.50 1.19 -0.0528
H 0.805 -0.969 0.893 -0.11 -0.08 0.03 0.0176
H 0.895 -1.087 -0.816 0.06 -1.44 -1.60 -0.0262
```
Forces are in eV/Å.

Properties
HOMO-LUMO gap: 8.4 eV
ΔE to the lowest compared entry with this formula, charge and spin: 173.91 kJ/mol
multiplicity: 1
HOMO energy: -8.78 eV
charge: 0
SMILES: C=[Si](I)C[SiH2]I


Molecular formula: C6H10
Method: DFT, wB97M-V/def2-TZVPD

Geometry as XYZ:
```
16
Properties=species:S:1:pos:R:3:forces:R:3:lowdin_charge:R:1
C -1.279 0.423 0.813 0.06 -0.01 0.12 -0.1044
C -0.322 -0.068 -0.276 -0.16 0.06 0.20 -0.4269
C 0.838 0.904 -0.538 -0.03 0.23 -0.01 -0.1199
C 0.728 -1.179 -0.171 -0.13 -0.13 0.21 -0.1220
C -1.790 -0.115 -0.490 -0.21 -0.02 -0.31 -0.0932
C 1.624 -0.059 0.392 0.29 0.05 0.10 -0.1672
H -2.172 -1.129 -0.384 -0.14 0.20 -0.29 0.1058
H 1.297 0.120 1.420 0.31 0.09 -0.04 0.1047
H -1.262 1.510 0.914 -0.05 -0.27 -0.04 0.0998
H -1.593 -0.069 1.732 0.46 -0.25 -0.18 0.0996
H 1.098 -1.448 -1.175 -0.32 0.08 0.24 0.1124
H 2.712 -0.127 0.343 -0.08 -0.01 -0.19 0.0984
H 1.247 0.858 -1.556 -0.22 -0.05 0.14 0.1081
H 0.531 -2.104 0.378 -0.01 0.23 0.20 0.1066
H 0.690 1.947 -0.250 0.10 -0.12 0.05 0.1023
H -2.346 0.536 -1.151 0.12 -0.07 -0.20 0.0960
```
Forces are in eV/Å.

Properties
HOMO-LUMO gap: 11.0 eV
ΔE to the lowest compared entry with this formula, charge and spin: 174.32 kJ/mol
multiplicity: 1
HOMO energy: -9.81 eV
charge: 0
SMILES: C1CC2(C1)CC2